Density functional theory data (the ωB97M-V functional and the def2-TZVPD basis) for a molecular structure, C22H55ClP2ReSi.

Geometry (Å):
Re (-0.050, 0.016, 0.271)
Cl (1.254, -0.175, 2.271)
P (-0.418, -2.237, -0.274)
P (0.353, 2.389, -0.141)
Si (-2.622, 0.263, 3.779)
C (0.424, 3.610, 1.283)
C (-1.108, -3.256, 2.277)
C (2.322, 4.126, -1.262)
C (-0.897, 3.648, 2.042)
C (-4.088, -0.858, 3.587)
C (-2.153, 2.613, -1.415)
C (1.982, -2.437, -1.830)
C (-1.609, 0.458, 1.284)
C (-2.154, -2.651, -0.876)
C (-3.303, -2.135, 0.001)
C (2.001, 2.652, -0.972)
C (-0.927, 4.783, -1.172)
C (1.315, -3.487, 1.579)
C (-1.299, -0.379, 4.912)
C (-2.385, -4.129, -1.210)
C (-3.144, 2.000, 4.197)
C (0.770, -4.585, -1.559)
C (-0.144, -3.482, 1.114)
C (0.595, -3.059, -1.642)
C (3.142, 1.941, -0.233)
C (1.588, 3.311, 2.232)
C (-0.778, 3.263, -1.353)
H (-4.537, -0.968, 4.587)
H (-4.117, -1.800, -0.660)
H (0.023, 5.326, -1.100)
H (0.584, 4.599, 0.825)
H (1.464, 3.922, 3.138)
H (-1.535, 5.031, -0.293)
H (1.402, -4.143, 2.457)
H (1.375, -0.003, -0.948)
H (-2.693, 2.713, -0.465)
H (-2.309, 2.643, 4.508)
H (-0.147, -5.147, -1.379)
H (-1.140, -2.200, 2.584)
H (-2.162, -2.075, -1.818)
H (2.015, -3.851, 0.820)
H (-2.173, -4.783, -0.353)
H (1.507, -4.866, -0.799)
H (-3.671, 2.488, 3.367)
H (-1.458, 5.181, -2.050)
H (2.777, 1.215, 0.506)
H (2.569, -3.061, -2.521)
H (-2.131, -3.586, 2.048)
H (-0.772, 4.263, 2.943)
H (-1.610, 0.233, 2.413)
H (-1.719, 4.081, 1.457)
H (1.596, 2.252, 2.532)
H (-1.807, -4.459, -2.078)
H (-0.371, -4.458, 0.661)
H (1.159, -4.917, -2.531)
H (2.313, 4.738, -0.350)
H (-1.798, -0.466, 5.889)
H (-0.812, -0.112, -1.214)
H (-0.450, 0.314, 5.008)
H (-0.268, 3.081, -2.316)
H (3.811, 2.650, 0.270)
H (-0.017, -2.819, -2.529)
H (1.625, -2.480, 1.889)
H (-2.097, 1.551, -1.672)
H (3.736, 1.373, -0.962)
H (2.563, 3.562, 1.797)
H (-3.033, -1.280, 0.630)
H (-3.444, -4.269, -1.461)
H (-3.833, -1.858, 3.218)
H (1.927, -1.428, -2.253)
H (-3.710, -2.927, 0.647)
H (2.533, -2.377, -0.880)
H (1.838, 2.138, -1.935)
H (3.333, 4.192, -1.685)
H (-3.846, 1.923, 5.041)
H (-2.528, 0.948, 0.940)
H (-2.731, 3.121, -2.200)
H (-0.906, -1.367, 4.633)
H (-4.841, -0.414, 2.924)
H (1.636, 4.564, -1.994)
H (-1.194, 2.642, 2.361)
H (-0.762, -3.840, 3.144)

Calculated values
- strongest force on any atom (eV/A) = 4.71
- E_LUMO (spin up / spin down) (Eh) = 0.0179 / -0.0007
- E (hartree) = -2381.76684
- <S²> = 3.771
- HOMO-LUMO gap (spin up / spin down) (eV) = 5.569 / 7.433
- multiplicity = 4
- charge = 0
- ΔE to the lowest compared entry with this formula, charge and spin (eV) = 0.8224

Here are the Mulliken charges for atoms 1 to 6, given in e:
1. Re 0.288
2. Cl -0.674
3. P 0.002
4. P 0.133
5. Si 0.190
6. C 0.489

=====

Density functional theory data (the ωB97M-V functional and the def2-TZVPD basis) for a molecular structure, C13H9N2O3OsS2.

Geometry (Å):
Os (0.413, 1.969, 0.097)
S (1.409, 3.844, 0.823)
S (-1.318, 3.162, 0.817)
O (2.009, 0.789, -0.035)
O (-0.620, 0.407, -0.364)
O (-1.982, -3.999, -1.286)
N (-2.882, 5.968, 2.814)
N (1.443, 7.096, 2.763)
C (1.063, -1.332, -0.537)
C (-1.802, 5.740, 2.496)
C (-0.279, -0.876, -0.569)
C (2.140, -0.475, -0.276)
C (1.294, -2.716, -0.782)
C (3.556, -0.941, -0.258)
C (-1.320, -1.746, -0.820)
C (-0.168, 4.364, 1.378)
C (-3.365, -3.602, -1.289)
C (0.278, -3.574, -1.033)
C (-0.447, 5.456, 2.094)
C (0.594, 6.379, 2.469)
C (-1.054, -3.092, -1.048)
H (-3.929, -4.506, -1.476)
H (4.214, -0.097, -0.078)
H (-3.642, -3.184, -0.322)
H (-2.321, -1.341, -0.833)
H (-3.553, -2.880, -2.084)
H (2.306, -3.097, -0.769)
H (0.449, -4.625, -1.225)
H (3.693, -1.678, 0.535)
H (3.821, -1.411, -1.205)

Calculated values
- strongest force on any atom (eV/A) = 0.99
- E_LUMO (spin up / spin down) (Eh) = -0.2426 / -0.2420
- E (hartree) = -1722.72608
- HOMO-LUMO gap (spin up / spin down) (eV) = 6.142 / 6.168
- charge = +1

Here are the Mulliken charges for atoms 1 to 6, given in e:
1. Os 0.806
2. S -0.132
3. S -0.127
4. O -0.730
5. O -0.690
6. O -0.398

=====

Density functional theory data (the ωB97M-V functional and the def2-TZVPD basis) for a molecular structure, C12H7N2O5STi.

Geometry (Å):
Ti (-0.790, -1.403, -0.668)
S (0.717, 0.748, 3.330)
O (0.373, -0.136, -4.539)
O (-1.810, -4.057, -2.288)
O (-3.629, -1.957, 0.800)
O (1.600, -3.547, -0.333)
O (-2.096, 0.126, -3.151)
N (0.022, -0.257, 0.980)
N (-0.223, -1.715, 2.846)
C (1.230, 3.095, 1.780)
C (0.605, 1.614, -0.546)
C (0.858, -2.671, -0.591)
C (0.879, 1.745, 1.871)
C (0.917, 2.971, -0.663)
C (0.113, -0.522, 2.285)
C (0.663, -0.752, -3.598)
C (-1.543, -0.333, -2.234)
C (-2.557, -1.776, 0.382)
C (0.528, 1.034, 0.711)
C (1.222, 3.698, 0.497)
C (-1.426, -3.134, -1.702)
H (0.926, 3.466, -1.633)
H (0.861, -1.412, -1.354)
H (1.482, 3.635, 2.693)
H (1.466, 4.768, 0.423)
H (0.393, 0.998, -1.413)
H (-0.127, -1.799, 3.846)
H (-0.654, -2.426, 2.271)

Calculated values
- strongest force on any atom (eV/A) = 7.97
- E_LUMO (spin up / spin down) (Eh) = -0.3816 / -0.3732
- E (hartree) = -2194.15216
- <S²> = 0.763
- HOMO-LUMO gap (spin up / spin down) (eV) = 4.942 / 5.182
- multiplicity = 2
- charge = +2
- ΔE to the lowest compared entry with this formula, charge and spin (eV) = 0.0000

Here are the Mulliken charges for atoms 1 to 6, given in e:
1. Ti -0.106
2. S -0.152
3. O -0.138
4. O -0.076
5. O -0.115
6. O -0.203

=====

Density functional theory data (the ωB97M-V functional and the def2-TZVPD basis) for 2 unconnected molecules or ions with the total composition C4H11N4O2S.

Geometry (Å):
S (3.738, 2.617, -1.396)
O (3.304, 1.991, 0.075)
O (3.003, 1.842, -2.405)
N (0.697, 0.704, -1.760)
N (2.285, 2.616, 0.717)
N (2.594, 4.043, -1.031)
N (0.805, -0.300, -1.036)
C (-0.478, -0.855, -0.627)
C (1.889, 3.680, 0.150)
C (-1.287, -2.041, 1.465)
C (-0.410, -0.916, 0.892)
H (-0.888, -3.040, 1.167)
H (2.080, 4.465, -1.784)
H (-1.181, -2.071, 2.542)
H (-0.268, 0.976, -1.975)
H (1.566, 1.255, -2.156)
H (-0.633, -0.026, 1.364)
H (0.567, -1.172, 1.003)
H (-1.373, -0.718, -1.132)
H (1.042, 4.216, 0.509)
H (-0.086, -1.912, -0.905)
H (-2.373, -2.061, 1.257)

Calculated values
- strongest force on any atom (eV/A) = 5.61
- E_LUMO (Eh) = -0.1865
- E (hartree) = -926.28409
- HOMO-LUMO gap (eV) = 8.474
- charge = +1
- ΔE to the lowest compared entry with this formula, charge and spin (eV) = 0.0000

Here are the Mulliken charges for atoms 1 to 6, given in e:
1. S 0.633
2. O -0.143
3. O -0.639
4. N 0.081
5. N -0.238
6. N -0.394

=====

Density functional theory data (the ωB97M-V functional and the def2-TZVPD basis) for 2 unconnected molecules or ions with the total composition C4H9N3O.

Geometry (Å):
O (0.333, -1.092, -1.705)
N (-2.011, -1.130, -0.523)
N (-1.393, 0.917, 0.411)
N (0.800, -0.712, -0.477)
C (1.998, -0.326, -0.382)
C (-1.757, -0.392, 0.495)
C (-1.975, 1.854, -0.184)
C (2.544, 0.058, 0.947)
H (3.369, -0.599, 1.220)
H (-2.927, 1.740, -0.703)
H (-0.686, -1.165, -1.516)
H (2.936, 1.076, 0.909)
H (-1.891, -0.704, 1.538)
H (1.763, 0.003, 1.699)
H (2.660, -0.274, -1.249)
H (-2.267, -2.082, -0.281)
H (-1.496, 2.826, -0.199)

Calculated values
- SMILES = [H]/N=C/N=C.C/C=N/O
- strongest force on any atom (eV/A) = 1.70
- E_LUMO (Eh) = 0.0207
- E (hartree) = -397.21055
- HOMO-LUMO gap (eV) = 9.503
- charge = 0
- ΔE to the lowest compared entry with this formula, charge and spin (eV) = 3.8121

Here are the Mulliken charges for atoms 1 to 6, given in e:
1. O -0.418
2. N -0.703
3. N -0.298
4. N -0.198
5. C -0.152
6. C 0.183

=====

Density functional theory data (the ωB97M-V functional and the def2-TZVPD basis) for 2 unconnected molecules or ions with the total composition C3H4FN.

Geometry (Å):
F (2.543, -1.063, -0.189)
N (-3.486, -0.615, 0.269)
C (1.049, 0.792, -0.047)
C (-2.577, -0.240, -0.325)
C (1.492, -0.398, 0.351)
H (1.064, -1.147, 1.089)
H (-1.749, 0.049, -0.897)
H (0.141, 1.267, 0.509)
H (1.522, 1.355, -0.759)

Calculated values
- SMILES = C=CF.C#N
- strongest force on any atom (eV/A) = 4.09
- E_LUMO (Eh) = 0.0323
- E (hartree) = -271.25807
- HOMO-LUMO gap (eV) = 11.424
- charge = 0
- ΔE to the lowest compared entry with this formula, charge and spin (eV) = 1.2281

Here are the Mulliken charges for atoms 1 to 6, given in e:
1. F -0.230
2. N -0.326
3. C -0.759
4. C 0.058
5. C 0.141
6. H 0.279

=====

Density functional theory data (the ωB97M-V functional and the def2-TZVPD basis) for 2 unconnected molecules or ions with the total composition C2H3N3O2S.

Geometry (Å):
S (-1.308, 0.541, -1.152)
O (-2.572, -1.696, -0.828)
O (-3.999, -1.670, 0.773)
N (-4.379, 2.266, 0.363)
N (-2.367, 0.878, 0.003)
N (-3.138, -1.275, 0.088)
C (0.091, -0.049, -0.104)
C (-3.394, 1.658, 0.172)
H (-0.171, 0.125, 1.008)
H (0.093, -1.206, -0.317)
H (0.855, 0.592, -0.458)

Calculated values
- strongest force on any atom (eV/A) = 3.54
- E_LUMO (spin up / spin down) (Eh) = -0.0694 / -0.0531
- E (hartree) = -790.72309
- HOMO-LUMO gap (spin up / spin down) (eV) = 7.788 / 7.630
- charge = 0
- ΔE to the lowest compared entry with this formula, charge and spin (eV) = 5.8442

Here are the Mulliken charges for atoms 1 to 6, given in e:
1. S 0.179
2. O -0.409
3. O -0.459
4. N -0.470
5. N -0.304
6. N 0.804

=====

Density functional theory data (the ωB97M-V functional and the def2-TZVPD basis) for a single C2N4O2 molecule.

Geometry (Å):
O (-0.055, 1.854, -0.100)
O (-1.952, 0.656, 2.057)
N (0.461, 1.046, -0.770)
N (-1.090, 0.377, 1.291)
N (0.393, -0.237, -0.301)
N (1.631, -1.944, -1.670)
C (-0.510, -0.629, 0.579)
C (1.123, -1.122, -1.085)

Calculated values
- strongest force on any atom (eV/A) = 7.17
- E_LUMO (spin up / spin down) (Eh) = -0.0638 / -0.0638
- E (hartree) = -445.44823
- HOMO-LUMO gap (spin up / spin down) (eV) = 8.101 / 8.101
- charge = 0
- ΔE to the lowest compared entry with this formula, charge and spin (eV) = 3.3581

Here are the Mulliken charges for atoms 1 to 6, given in e:
1. O -0.334
2. O -0.441
3. N 0.069
4. N 0.361
5. N 0.341
6. N -0.268